Entry 1:
Molecular formula: C7H9AlBF4N5S5
Method: DFT, ωB97M-V/def2-TZVPD

The geometry in XYZ format:
```
32
Properties=species:S:1:pos:R:3:forces:R:3:mulliken_charge:R:1
S -0.6516 2.3784 -0.1824 0.04 0.01 0.08 -0.343
S 1.4494 4.4971 -0.4125 0.09 -0.02 0.15 -0.093
S 3.6545 2.7771 0.2958 -0.08 0.11 0.09 -0.090
S 4.2054 5.6055 -0.4323 0.05 0.11 0.14 -0.246
S 1.9725 0.3249 0.6812 -0.20 -0.06 0.03 -0.379
Al -0.2823 0.3770 0.8559 0.49 -0.26 -0.30 0.716
F -0.7293 1.5477 4.8423 -0.04 0.08 0.03 -0.235
F -0.8174 0.7787 2.4576 -0.26 0.09 0.16 -0.499
F 0.6039 -0.2188 4.2250 -0.03 -0.02 0.00 -0.290
F -1.6539 -0.5053 4.3693 -0.10 -0.09 0.03 -0.276
N -0.4212 -1.5792 1.7120 0.10 0.23 0.14 -0.304
N -0.3124 -2.8042 0.9806 0.02 -0.01 -0.09 -0.645
N -1.7447 -1.7032 -3.2657 0.09 0.04 -0.05 -0.600
N 0.2563 -1.1350 -4.2512 0.05 -0.04 0.03 -0.399
N -0.9063 -0.5917 -0.8819 -0.21 -0.04 0.10 0.376
C -2.5145 -1.7090 -2.1854 -0.03 0.01 0.03 -0.479
C -0.5456 -1.1309 -3.1605 -0.18 -0.06 0.04 0.286
C -2.1154 -1.1629 -0.9833 0.02 0.00 0.04 -0.205
C 1.0409 2.8333 -0.0560 -0.07 0.09 -0.04 0.113
C 3.1623 4.3791 -0.1545 -0.08 -0.23 -0.38 0.123
C 2.0703 2.0345 0.2727 0.15 0.03 -0.02 0.135
C -0.1230 -0.5627 -1.9455 0.07 0.09 0.01 -0.156
B -0.6159 0.3450 4.3117 0.12 -0.03 -0.25 0.741
H 0.3986 -2.6803 0.2689 0.00 0.03 0.01 0.231
H -3.4895 -2.1688 -2.2862 -0.01 0.01 0.03 0.373
H -1.2759 -1.6118 2.2636 -0.01 -0.03 -0.03 0.343
H -0.1340 -1.4637 -5.1164 0.01 0.03 -0.02 0.255
H -2.7400 -1.1772 -0.1016 -0.03 -0.04 -0.02 0.471
H 0.8378 -0.0740 -1.8426 0.00 0.00 0.04 0.245
H 1.0959 -0.5863 -4.2735 -0.01 0.01 -0.02 0.215
H 0.3306 -1.4659 2.3957 -0.01 -0.07 0.06 0.351
H -0.0055 -3.5472 1.5991 0.02 0.03 0.00 0.266
```
Forces are in eV/Å.

The calculation puts the LUMO energy at -0.90 eV. Its HOMO energy is -7.288 eV. As for the total energy: -87185.28069 eV. The frontier orbital gap is 6.4 eV. As for the total charge: 0. The multiplicity is 1.



Entry 2:
Molecular formula: C41H38O5P
Method: DFT, ωB97M-V/def2-TZVPD

The geometry in XYZ format:
```
85
Properties=species:S:1:pos:R:3:forces:R:3:mulliken_charge:R:1
P -0.2250 -1.2931 -0.2428 0.38 0.11 -0.02 0.716
O -2.6724 -1.4780 5.2185 0.72 -0.15 -1.62 -0.456
O 4.1389 0.3032 5.6729 0.11 -0.37 -2.91 -0.430
O -4.9940 0.8564 -3.1421 1.34 -0.61 1.16 -0.460
O -1.0197 -7.0614 -1.6284 0.01 1.83 0.30 -0.439
O 0.0300 3.0976 -3.3519 1.02 -0.67 0.91 -0.258
C -0.9050 -1.3804 1.4293 0.49 0.18 -0.41 -0.244
C 3.1875 1.0245 6.4075 -0.54 0.40 0.71 -0.757
C -2.7823 -0.2618 5.9124 -0.12 0.16 0.25 -0.724
C 1.8268 1.5016 -2.9600 -0.73 0.39 -0.54 -0.437
C 0.8924 2.4209 -2.4604 -0.21 0.89 -0.67 0.533
C -0.0361 5.4360 -2.5777 -0.31 -1.19 -0.06 -0.041
C -1.4789 -0.2218 3.4403 -0.36 0.07 0.82 -0.737
C -1.7500 -4.7928 -1.6601 -0.03 -0.65 -0.11 -0.858
C -3.9344 0.1075 -1.1442 -0.50 0.25 -0.39 -0.812
C -2.0576 -1.3814 3.9649 -0.32 -0.24 0.51 0.710
C -2.0420 -2.5362 3.1815 -0.26 0.09 0.65 -0.950
C 2.7687 0.8595 3.6967 -0.04 0.12 0.52 -0.703
C 3.9138 0.3189 4.3055 0.52 -0.05 1.16 1.050
C 0.9018 2.7151 -1.0896 -0.54 0.15 -0.46 -0.258
C -4.8778 0.9975 -4.5343 -0.10 0.10 -0.35 -0.775
C -3.8356 0.3949 -2.5065 -0.60 0.17 -0.16 0.650
C 3.6206 0.4431 0.0843 -0.42 0.32 0.51 -0.557
C 0.5059 -3.9188 -0.3366 -0.05 -0.21 -0.20 -0.494
C 0.2804 4.4808 -3.5440 0.71 0.66 0.28 0.025
C -2.6036 0.1902 -3.1357 -0.67 0.27 -0.49 -0.495
C -2.8532 -0.3765 -0.4448 -0.47 0.21 -0.11 0.366
C 1.0083 7.1424 -3.8824 -0.02 0.18 -0.05 -0.388
C 2.7212 1.1566 -0.7380 0.07 0.15 0.03 0.871
C 0.3250 6.7505 -2.7470 0.09 0.40 -0.12 -0.779
C -0.7746 -5.7235 -1.2970 -0.26 -0.57 -0.21 0.735
C 2.6301 0.8506 2.3374 0.15 -0.24 0.06 0.585
C 4.7749 -0.2311 2.1186 -0.07 0.05 0.18 -0.946
C 3.6583 0.3679 1.4944 -0.26 0.02 -0.42 0.811
C -1.4762 -2.5311 1.9280 -0.20 -0.18 0.43 -0.174
C 0.9413 4.9012 -4.6984 -0.39 -1.20 0.35 -0.266
C 2.7221 0.8948 -2.1276 0.07 -0.12 0.51 -0.922
C 1.8111 2.1296 -0.2571 0.27 -0.08 -0.20 -1.123
C -0.4678 -3.0189 -0.7104 0.49 0.54 -0.09 -0.772
C 4.8933 -0.2561 3.4795 0.26 -0.19 0.37 -0.756
C -0.0770 -7.9730 -1.1237 0.16 -0.31 0.04 -0.836
C -0.9149 -0.2261 2.1814 -0.01 -0.27 0.29 -0.532
C 0.3608 -5.2598 -0.6267 -0.07 -0.86 -0.11 -0.563
C -1.6480 -0.5732 -1.0830 0.60 0.08 0.24 -0.452
C 1.3007 6.2158 -4.8649 0.00 0.39 -0.04 -0.594
C -1.5986 -3.4575 -1.3641 -0.19 -0.40 -0.21 0.112
C -1.5240 -0.2924 -2.4254 -0.20 0.23 -0.04 -0.709
H -0.4141 -8.9798 -1.3660 -0.09 0.15 -0.06 0.246
H -3.3142 0.4714 5.3058 -0.01 0.18 0.05 0.327
H -1.7920 0.1083 6.1761 0.07 0.21 0.09 0.244
H 5.5494 -0.6561 1.5029 0.20 -0.08 -0.07 0.454
H -4.5802 0.0507 -4.9848 0.05 -0.02 -0.18 0.333
H -0.5146 0.6814 1.7592 0.10 0.28 -0.01 0.718
H 1.9873 1.2728 4.3088 -0.22 -0.04 -0.05 0.396
H 1.8929 2.4916 0.7504 -0.09 0.08 0.04 1.106
H -0.5826 -0.4755 -2.9199 0.15 0.03 -0.19 0.552
H -4.8828 0.2612 -0.6607 -0.23 0.02 0.12 0.489
H 1.3698 -3.5685 0.2070 0.24 -0.03 0.03 0.412
H -4.1537 1.7762 -4.7712 0.08 0.05 -0.21 0.294
H -2.9538 -0.6251 0.5977 -0.18 0.05 0.11 0.341
H -2.6267 -5.1507 -2.1700 -0.23 -0.08 -0.11 0.491
H -1.4824 0.6812 4.0221 -0.01 0.28 0.06 0.479
H 0.1784 3.4148 -0.7107 0.03 0.20 0.11 0.360
H -1.5040 -3.4217 1.3229 -0.03 -0.16 0.09 0.295
H 1.2930 8.1722 -4.0120 0.06 0.19 -0.01 0.397
H -0.0020 -7.8767 -0.0405 0.12 -0.08 0.10 0.357
H -0.5831 5.1292 -1.7055 -0.16 0.00 0.25 0.496
H 1.6918 1.1510 1.9152 -0.14 -0.02 0.08 -0.684
H 1.1679 4.1654 -5.4480 0.11 -0.19 -0.24 0.414
H 3.4472 0.9591 7.4622 0.12 -0.08 -0.14 0.254
H -5.8509 1.2864 -4.9281 0.02 -0.01 0.17 0.252
H 1.8078 6.5245 -5.7652 0.07 -0.01 -0.10 0.385
H -3.3479 -0.4422 6.8254 0.05 -0.12 -0.11 0.248
H 0.0673 7.4807 -1.9963 -0.04 0.04 0.11 0.388
H -2.4981 -3.4251 3.5799 -0.11 -0.22 0.08 0.491
H 2.1979 0.5926 6.2594 -0.10 0.08 0.15 0.294
H 1.8372 1.3044 -4.0186 0.00 -0.02 -0.19 0.528
H 5.7469 -0.7170 3.9463 0.17 -0.04 0.10 0.468
H 4.3829 -0.1186 -0.4309 0.21 -0.17 -0.17 0.384
H 0.8939 -7.8040 -1.5882 0.18 -0.09 0.06 0.329
H 3.4483 0.2066 -2.5271 0.08 -0.18 -0.10 0.459
H -2.4999 0.4084 -4.1826 0.11 0.00 -0.22 0.428
H -2.3722 -2.7548 -1.6236 -0.15 -0.04 -0.15 0.340
H 1.1255 -5.9563 -0.3359 0.20 -0.07 0.11 0.413
H 3.2049 2.0697 6.0962 -0.15 0.07 0.11 0.354
```
Forces are in eV/Å.

The calculation puts the LUMO energy at -5.20 eV. Its HOMO energy is -9.856 eV. As for the total energy: -62651.02930 eV. The frontier orbital gap is 4.7 eV. As for the total charge: +1. The multiplicity is 1.